{"formula": "C24H30F3N3O4", "method": "ωB97M-V/def2-TZVPD", "smiles": "CCN(CC)CCCNC(=O)c1ccc(OCC(=O)Nc2ccccc2C(F)(F)F)c(OC)c1", "relative_energy_ev": 0.031, "charge": 0, "orbital_gap_ev": 9.00, "max_force_ev_per_a": 0.55, "species": ["C", "C", "N", "C", "C", "C", "C", "C", "N", "C", "O", "C", "C", "C", "C", "O", "C", "C", "O", "N", "C", "C", "C", "C", "C", "C", "C", "F", "F", "F", "C", "O", "C", "C", "H", "H", "H", "H", "H", "H", "H", "H", "H", "H", "H", "H", "H", "H", "H", "H", "H", "H", "H", "H", "H", "H", "H", "H", "H", "H", "H", "H", "H", "H"], "coordinates": [[-0.998876, -2.575421, 4.080795], [-1.279596, -1.499944, 3.026078], [-0.804776, -0.160169, 3.337261], [0.642285, -0.039451, 3.466576], [1.405382, -0.573741, 2.258684], [-1.496366, 0.439620, 4.474743], [-1.728779, 1.945283, 4.306485], [-2.596323, 2.258543, 3.088972], [-1.844722, 2.033625, 1.878855], [-1.914690, 2.849204, 0.809437], [-2.683887, 3.791103, 0.733775], [-0.950466, 2.510198, -0.281460], [0.355696, 2.148599, -0.002805], [1.242814, 1.886451, -1.037003], [0.830380, 1.992227, -2.351828], [1.623791, 1.750211, -3.449871], [2.964673, 1.399894, -3.234169], [3.150390, -0.009957, -2.659512], [4.148733, -0.334573, -2.061117], [2.078907, -0.804112, -2.935846], [1.873943, -2.135537, -2.595063], [2.901288, -2.925424, -2.079454], [2.679665, -4.252908, -1.770567], [1.434363, -4.827491, -1.967333], [0.401706, -4.058382, -2.468420], [0.610935, -2.720859, -2.779102], [-0.534059, -1.902605, -3.300200], [-0.297469, -1.391127, -4.527462], [-1.675490, -2.590906, -3.401605], [-0.808780, -0.840429, -2.510659], [-0.499539, 2.361354, -2.646753], [-0.811399, 2.418266, -3.966956], [-2.129024, 2.763666, -4.321738], [-1.368998, 2.626550, -1.604398], [0.070183, -2.721562, 4.213990], [-1.433295, -2.300734, 5.039351], [-1.435345, -3.518827, 3.763322], [-2.359560, -1.425658, 2.867943], [-0.834092, -1.800229, 2.075454], [0.857338, 1.027786, 3.575521], [1.010997, -0.537974, 4.379716], [1.428133, -1.660449, 2.249577], [2.432415, -0.218592, 2.295550], [0.953145, -0.228176, 1.332182], [-0.945992, 0.266283, 5.413711], [-2.473721, -0.038831, 4.571164], [-2.225856, 2.313372, 5.205339], [-0.777860, 2.470646, 4.210347], [-2.912423, 3.305231, 3.085762], [-3.495869, 1.629712, 3.103503], [-1.269099, 1.199250, 1.895858], [0.703144, 2.098508, 1.016890], [2.254365, 1.597266, -0.797372], [3.489404, 2.119431, -2.594612], [3.433271, 1.418984, -4.224295], [1.338500, -0.325203, -3.437941], [3.870260, -2.481650, -1.925346], [3.491277, -4.845281, -1.376904], [1.265236, -5.866084, -1.732010], [-0.574918, -4.490529, -2.621929], [-2.154302, 2.739336, -5.409944], [-2.851210, 2.043403, -3.924705], [-2.388900, 3.768030, -3.973520], [-2.386937, 2.930784, -1.784937]], "forces_ev_per_angstrom": [[-0.03, 0.29, -0.21], [-0.01, -0.27, 0.03], [0.05, -0.06, 0.01], [0.11, 0.01, -0.10], [-0.12, 0.07, 0.26], [0.05, 0.33, 0.15], [-0.18, -0.30, -0.12], [0.01, 0.25, 0.18], [0.10, -0.12, 0.05], [0.06, -0.18, 0.10], [-0.20, 0.22, -0.18], [0.30, 0.05, -0.07], [-0.31, 0.05, 0.00], [0.15, -0.04, -0.31], [-0.08, 0.08, -0.08], [-0.37, 0.07, 0.04], [0.42, 0.07, 0.07], [-0.33, 0.24, -0.12], [0.27, 0.04, 0.08], [-0.27, 0.29, -0.32], [-0.02, -0.52, 0.17], [0.15, 0.17, 0.00], [-0.21, -0.05, -0.04], [0.04, -0.07, 0.05], [0.06, 0.18, -0.05], [-0.04, 0.03, -0.02], [-0.34, 0.15, 0.03], [0.24, 0.05, -0.14], [-0.04, -0.28, 0.05], [0.15, 0.04, 0.11], [0.11, -0.03, -0.02], [0.36, -0.10, 0.23], [-0.26, 0.06, -0.06], [0.01, -0.01, -0.16], [0.12, -0.06, 0.06], [-0.03, -0.03, 0.13], [-0.02, -0.12, 0.01], [0.06, -0.02, -0.08], [-0.10, -0.02, -0.01], [0.04, -0.05, 0.08], [-0.04, 0.09, -0.02], [0.02, -0.11, -0.06], [0.11, -0.01, -0.03], [-0.02, 0.01, -0.13], [-0.08, -0.09, -0.04], [0.01, -0.04, 0.04], [0.03, 0.04, 0.05], [0.03, 0.09, 0.05], [-0.03, -0.17, 0.02], [-0.02, 0.10, 0.03], [-0.01, 0.04, -0.14], [0.02, -0.02, 0.13], [0.13, 0.00, -0.01], [-0.08, -0.17, -0.02], [-0.02, 0.00, 0.17], [0.15, -0.10, 0.10], [0.01, 0.00, 0.00], [0.09, -0.04, 0.04], [-0.01, -0.11, 0.03], [-0.06, 0.00, -0.01], [-0.05, 0.02, 0.08], [0.02, 0.03, 0.00], [0.01, -0.04, 0.00], [-0.10, 0.06, -0.07]], "lowdin_charge": [-0.07, -0.25, -0.22, -0.25, -0.08, -0.21, -0.16, -0.17, 0.07, -0.46, 0.06, -0.13, -0.03, 0.00, -0.19, -0.04, -0.09, -0.44, 0.08, 0.17, -0.14, 0.01, -0.06, -0.08, -0.02, -0.06, -0.57, 0.14, 0.14, 0.15, -0.20, -0.06, -0.07, 0.06, 0.06, 0.07, 0.07, 0.12, 0.11, 0.11, 0.12, 0.07, 0.08, 0.06, 0.12, 0.12, 0.11, 0.11, 0.12, 0.12, 0.11, 0.11, 0.12, 0.14, 0.15, 0.13, 0.10, 0.11, 0.10, 0.12, 0.10, 0.10, 0.10, 0.12]}